Entry from OMol25: a 2-piece molecular cluster, C5H10N overall (ωB97M-V/def2-TZVPD).

Structure (XYZ):
```
16
C5H10N (ωB97M-V/def2-TZVPD)
C 0.1629 0.2811 -0.5180
C -0.0595 3.2440 -0.1701
C 1.0155 3.0281 0.5470
C -0.1925 -3.1379 0.5228
C -0.6742 -2.1888 -0.6272
N -0.1853 -0.8683 -0.6139
H -0.0094 4.0124 -1.1095
H 0.2636 1.5718 -0.6566
H -1.0081 2.9260 0.2587
H 1.9630 3.6107 0.5642
H 1.1615 2.3480 1.3713
H 0.0813 -4.0536 0.1205
H 0.7362 -2.9855 1.0582
H -0.9896 -3.3003 1.2492
H -1.7448 -1.8574 -0.4315
H -0.5206 -2.6303 -1.5651
```

## Properties
- DFT total energy: -250.8545 hartree
- Kohn-Sham gap: 0.3849 hartree
- ΔE to the lowest compared entry with this formula, charge and spin: 94.6 kcal/mol
- Charge: +1

Löwdin atomic charge list, values in e, 4 entries:
1 C 0.279
2 C -0.127
3 C -0.073
4 C -0.030


Entry from OMol25: C22H40N2ReSSi4 as an isolated structure (ωB97M-V/def2-TZVPD).

Structure (XYZ):
```
70
C22H40N2ReSSi4 (ωB97M-V/def2-TZVPD)
Re 0.7988 0.3312 0.0540
C 1.7687 2.6427 -2.9671
Si 0.8194 0.9807 -3.0548
C -0.1532 0.8892 -4.6813
C 2.1754 -0.3575 -2.8821
C -0.4643 0.8268 -1.5192
Si -1.7728 -0.6373 -1.8180
C -0.9461 -2.2055 -2.5114
C -2.3703 -1.0506 -0.0494
C -3.2175 0.0240 -2.8541
Si -1.3584 2.5114 -1.1780
C -2.7166 2.4524 0.1564
C -1.8977 3.5210 -2.6867
C 0.1509 3.3060 -0.2817
C 0.3209 4.6673 -0.0927
C 1.4535 5.1501 0.5404
C 2.4078 4.2389 0.9721
C 2.1714 2.8928 0.7795
N 1.0659 2.4339 0.1752
H 2.2321 2.8239 -3.9318
H 2.5706 2.6100 -2.2347
H 1.1470 3.5012 -2.7448
H 0.5201 1.0500 -5.5174
H -0.9212 1.6515 -4.7442
H -0.6264 -0.0733 -4.8355
H 2.9245 -0.1919 -3.6523
H 1.8087 -1.3700 -3.0048
H 2.6998 -0.2954 -1.9230
H -0.0636 -2.4796 -1.9381
H -0.6599 -2.1218 -3.5536
H -1.6491 -3.0320 -2.4370
H -1.7874 -1.8615 0.3731
H -3.4003 -1.3849 -0.0811
H -2.3215 -0.2020 0.6237
H -2.9074 0.3850 -3.8264
H -3.7427 0.8252 -2.3460
H -3.9328 -0.7744 -3.0195
H -3.6088 1.9556 -0.2078
H -3.0068 3.4591 0.4460
H -2.3982 1.9393 1.0586
H -2.7274 3.0434 -3.1960
H -1.0997 3.6549 -3.4088
H -2.2453 4.5080 -2.3971
H -0.4353 5.3426 -0.4538
H 1.6022 6.2082 0.6849
H 3.3170 4.5651 1.4491
H 2.8957 2.1610 1.1228
C 1.7984 -4.0686 5.1978
Si 1.1763 -4.0693 3.3962
C 2.6164 -4.4463 2.2187
C -0.2801 -5.2722 3.1558
C 0.4953 -2.2686 3.1583
C -0.1811 -1.6405 4.1964
C -0.6203 -0.3209 4.0992
C -0.3806 0.3783 2.9341
N 0.2411 -0.2087 1.9120
C 0.6630 -1.5001 2.0067
S 1.3620 -1.9817 0.4908
H 2.2663 -5.0238 5.4143
H 0.9961 -3.9334 5.9161
H 2.5391 -3.2922 5.3675
H 3.1268 -5.3392 2.5683
H 3.3545 -3.6497 2.1874
H 2.2906 -4.6446 1.2017
H 0.0506 -6.2683 3.4318
H -0.6190 -5.3155 2.1252
H -1.1296 -5.0230 3.7839
H -0.3763 -2.1908 5.1030
H -1.1237 0.1546 4.9247
H -0.6854 1.4097 2.8045
```

## Properties
- DFT total energy: -2605.8022 hartree
- Kohn-Sham gap (alpha / beta): 0.2307 / 0.2497 hartree
- ΔE to the lowest compared entry with this formula, charge and spin: 34.8 kcal/mol
- Charge: +2
- 2S+1: 2

Löwdin atomic charge list, values in e, 4 entries:
1 Re 1.304
2 C -0.160
3 Si 0.509
4 C -0.142


Entry from OMol25: a 7-piece molecular cluster, C25H50O17S4 overall (ωB97M-V/def2-TZVPD).

Structure (XYZ):
```
96
C25H50O17S4 (ωB97M-V/def2-TZVPD)
C 1.3704 -4.6292 -2.2597
O 1.6797 -5.2576 -0.9963
C 1.5424 -4.5439 0.1105
O 1.3784 -3.3330 0.1989
O 1.8017 -5.3894 1.1324
C 1.5521 -4.9785 2.4319
H 2.2645 -4.1658 -2.6767
H 0.5282 -3.9543 -2.4121
H 1.2194 -5.4122 -3.0028
H 0.4647 -4.9416 2.4972
H 2.1089 -4.1134 2.7919
H 1.9906 -5.7213 3.0983
C -0.3073 -0.6112 1.8203
O -1.6444 -0.0929 1.7696
C -1.8481 0.7149 0.8010
O -0.9653 1.2753 0.1357
O -3.1428 0.7907 0.6465
C -3.6837 1.6237 -0.3920
H 0.4542 0.1053 2.1283
H -0.0528 -1.0857 0.8725
H -0.1510 -1.4118 2.5434
H -3.2794 1.1930 -1.3080
H -3.2905 2.6368 -0.3078
H -4.7735 1.6460 -0.3968
C -2.4841 3.6791 3.7096
O -2.7074 4.1994 2.4185
C -3.9243 4.6429 2.0986
O -4.9068 4.8078 2.8284
O -3.9429 4.8719 0.7821
C -5.1079 5.4265 0.0898
H -2.3917 4.3897 4.5309
H -1.4510 3.3320 3.6897
H -3.2055 2.9027 3.9643
H -5.0104 5.5761 -0.9855
H -5.5085 6.3390 0.5315
H -5.9044 4.6832 0.0562
C 0.3772 4.0066 -5.3943
C 0.8919 2.7322 -4.8660
C 0.1683 2.1672 -3.5974
S -1.5595 2.8111 -3.8680
O -2.0607 3.6460 -2.7645
O -2.5329 1.8386 -4.3925
C -1.1442 3.9746 -5.2437
H 0.6481 4.3057 -6.4069
H 0.7403 4.8557 -4.8153
H 1.9577 2.8778 -4.6901
H 0.8074 2.0511 -5.7128
H 0.5273 2.5116 -2.6275
H -0.0236 1.0972 -3.5176
H -1.7331 4.8888 -5.1697
H -1.4231 3.4562 -6.1611
C 2.3875 1.0958 -0.0471
C 2.2008 -0.2392 -0.6363
C 2.8403 -0.1573 -2.0098
S 4.4010 0.8696 -1.8533
O 4.5651 1.8084 -2.9986
O 5.4894 0.0637 -1.2962
C 3.5834 1.9196 -0.5773
H 2.4030 0.9959 1.0382
H 1.4829 1.6854 -0.1956
H 1.1549 -0.4578 -0.8515
H 2.6767 -1.0076 -0.0269
H 2.0877 0.3320 -2.6280
H 3.0556 -1.1301 -2.4519
H 3.2187 2.7917 -1.1201
H 4.2780 2.3120 0.1655
C 4.5437 -2.0575 5.4155
C 3.4411 -2.5921 4.5069
C 2.7786 -1.4480 3.6973
S 3.8575 0.0302 3.9388
O 3.1991 0.7961 4.9752
O 4.2535 0.7075 2.7113
C 5.2499 -0.8599 4.6736
H 5.2454 -2.8409 5.7015
H 4.1898 -1.8869 6.4322
H 2.7385 -3.3059 4.9369
H 3.9697 -3.0889 3.6933
H 1.8128 -1.1204 4.0822
H 2.8536 -1.6964 2.6386
H 5.7990 -0.0600 5.1703
H 5.7926 -1.1869 3.7867
C -4.3889 -2.2427 -0.4100
C -3.1270 -2.7931 0.3461
C -1.9415 -2.9221 -0.6805
S -2.7048 -3.1945 -2.3687
O -2.4170 -4.5608 -2.8470
O -2.5487 -1.9811 -3.1694
C -4.4603 -3.0730 -1.7204
H -4.3896 -1.1902 -0.6932
H -5.2173 -2.3001 0.2961
H -3.3360 -3.8193 0.6484
H -2.8688 -2.1246 1.1674
H -1.2726 -3.7405 -0.4140
H -1.4091 -1.9785 -0.8001
H -4.6853 -4.0996 -1.4312
H -5.0954 -2.6659 -2.5072
```

## Properties
- DFT total energy: -3854.2544 hartree
- Kohn-Sham gap: 0.3700 hartree
- ΔE to the lowest compared entry with this formula, charge and spin: 0.0 kcal/mol
- Structure (SMILES): O=S1(=O)CCCC1.O=S1(=O)CCCC1.O=S1(=O)CCCC1.O=S1(=O)CCCC1.COC(=O)OC.COC(=O)OC.COC(=O)OC

Löwdin atomic charge list, values in e, 4 entries:
1 C -0.018
2 O 0.029
3 C -0.565
4 O 0.096


Entry from OMol25: an isolated ion of composition C6H11N2O and charge +1 (ωB97M-V/def2-TZVPD).

Structure (XYZ):
```
20
C6H11N2O (ωB97M-V/def2-TZVPD)
C 2.1096 -1.3459 -0.6858
C 1.4963 0.5852 0.0827
C 1.3626 1.8918 0.7460
C -1.4176 -0.5304 1.1941
C -1.7536 -0.5193 -1.3487
C -1.0866 0.0678 -0.1595
N 0.8086 -1.3914 -0.7927
N 0.3686 -0.1893 -0.3920
O 2.5468 -0.2034 -0.0806
H 2.8029 -2.1303 -0.9450
H 1.2671 1.9682 1.9157
H 2.2400 2.4815 0.6284
H 0.4706 2.3686 0.3694
H -1.0181 -1.5555 1.2747
H -2.4277 -0.4060 1.3014
H -0.9119 -0.0245 2.0553
H -1.5176 -1.5371 -1.3375
H -1.4016 -0.2151 -2.3122
H -2.7917 -0.4375 -1.3762
H -1.1468 1.1226 -0.1376
```

## Properties
- DFT total energy: -419.6726 hartree
- Kohn-Sham gap: 0.3908 hartree
- ΔE to the lowest compared entry with this formula, charge and spin: 52.9 kcal/mol
- Structure (SMILES): Cc1ocn[n+]1C(C)C
- Charge: +1

Löwdin atomic charge list, values in e, 4 entries:
1 C -0.035
2 C -0.140
3 C 0.047
4 C -0.005


Entry from OMol25: C18H35BaF5NO8Te as an isolated structure (ωB97M-V/def2-TZVPD).

Structure (XYZ):
```
69
C18H35BaF5NO8Te (ωB97M-V/def2-TZVPD)
Ba 0.8728 0.4394 0.1040
C -1.4641 0.2839 -2.7154
C -1.9725 -0.8647 -1.8644
O -0.9554 -1.4452 -1.0459
C -0.3979 -2.6684 -1.5108
C 0.4413 -2.5048 -2.7622
O 1.4167 -1.4840 -2.5997
C 2.7620 -1.9446 -2.5452
C 3.0956 -2.5487 -1.1921
O 2.7136 -1.6812 -0.1323
C 3.7410 -0.9200 0.4941
C 4.2972 0.2299 -0.3720
O 3.2704 0.7352 -1.2261
C 3.5793 1.9519 -1.9143
C 2.7145 3.0734 -1.3640
O 1.3298 2.7321 -1.4040
C 0.7000 2.7981 -2.6787
C -0.7755 2.5845 -2.4371
O -1.0226 1.3141 -1.8405
H -2.2926 0.6487 -3.3322
H -0.6502 -0.0321 -3.3770
H -2.4248 -1.6301 -2.5009
H -2.7302 -0.4809 -1.1801
H -1.1933 -3.3994 -1.6942
H 0.2169 -3.0328 -0.6858
H -0.1894 -2.2331 -3.6127
H 0.9066 -3.4656 -3.0024
H 3.3832 -1.0760 -2.7449
H 2.9456 -2.6895 -3.3266
H 4.1626 -2.7827 -1.1347
H 2.5478 -3.4813 -1.0406
H 4.5681 -1.5644 0.8023
H 3.2985 -0.5369 1.4222
H 5.1564 -0.0829 -0.9732
H 4.6372 1.0157 0.3114
H 3.3780 1.7766 -2.9730
H 4.6367 2.2060 -1.8148
H 2.8996 4.0039 -1.9095
H 2.9384 3.2439 -0.3096
H 1.0990 2.0311 -3.3529
H 0.8656 3.7817 -3.1304
H -1.3347 2.6886 -3.3702
H -1.1336 3.3313 -1.7279
F 3.4952 0.7453 3.3789
Te 1.7397 1.3764 3.5590
F 2.3406 2.8277 4.5260
F -0.0316 1.7512 3.9987
F 1.7494 0.4194 5.1379
F 1.1277 -0.2902 2.7928
O 1.7040 2.1219 1.9322
O -1.5415 0.7450 1.1503
C -2.2734 0.1690 1.9690
C -2.9324 0.9191 3.1003
C -4.4747 0.7901 3.2141
C -5.1413 -0.0914 2.1579
C -4.8898 -1.5843 2.3751
C -3.4320 -1.8751 2.7238
N -2.5070 -1.1481 1.8648
H -2.6322 1.9559 2.9731
H -2.4471 0.5754 4.0168
H -4.9004 1.7911 3.1520
H -4.7368 0.4133 4.2051
H -4.7899 0.2052 1.1643
H -6.2166 0.0912 2.1593
H -5.1787 -2.1408 1.4805
H -5.5135 -1.9547 3.1922
H -3.2100 -2.9370 2.6346
H -3.2227 -1.6011 3.7588
H -2.1227 -1.5953 1.0470
```

## Properties
- DFT total energy: -2156.3161 hartree
- Kohn-Sham gap: 0.3749 hartree
- ΔE to the lowest compared entry with this formula, charge and spin: 18.2 kcal/mol
- Charge: +1

Löwdin atomic charge list, values in e, 4 entries:
1 Ba 2.153
2 C -0.169
3 C -0.154
4 O -0.275


Entry from OMol25: one molecule with the formula C2HCl3 (ωB97M-V/def2-TZVPD).

Structure (XYZ):
```
6
C2HCl3 (ωB97M-V/def2-TZVPD)
C 0.5578 0.2556 0.9623
C 0.2824 -0.0467 -0.2701
H 1.5596 0.6643 1.2486
Cl -0.5977 0.2517 2.1798
Cl 1.5002 0.1590 -1.4815
Cl -1.2908 -0.5235 -1.0161
```

## Properties
- DFT total energy: -1457.3527 hartree
- Kohn-Sham gap: 0.3808 hartree
- ΔE to the lowest compared entry with this formula, charge and spin: 5.2 kcal/mol
- Structure (SMILES): ClC=C(Cl)Cl

Löwdin atomic charge list, values in e, 4 entries:
1 C -0.742
2 C -1.171
3 H 0.093
4 Cl 0.660


Entry from OMol25: C19H15F3INO5SW as an isolated structure (ωB97M-V/def2-TZVPD).

Structure (XYZ):
```
46
C19H15F3INO5SW (ωB97M-V/def2-TZVPD)
W 0.6520 -1.2151 0.1961
C 2.5037 -2.8211 0.2246
C 2.9014 -1.5988 -0.3852
C 2.2670 -1.2291 -1.5832
C 1.2621 -2.0065 -2.1673
C 0.7960 -3.1723 -1.4990
C 1.4252 -3.4948 -0.3025
H 3.1302 -3.1926 1.1412
H 3.6603 -0.9348 0.0864
H 2.5648 -0.2851 -2.0639
H 0.8268 -1.6767 -3.1225
H 0.0553 -3.8361 -1.8529
H 1.0017 -4.3412 0.1617
F -0.9048 -4.4715 1.3946
C -1.3003 -3.8935 2.5407
F -0.6711 -4.4147 3.5540
F -2.5853 -4.0138 2.6386
S -0.8250 -2.0904 2.4252
O -1.2444 -1.3752 3.5798
O -1.2574 -1.6209 1.0690
O 0.6724 -2.1828 2.1361
I -4.9810 4.5539 -3.1117
C -3.3501 3.3371 -2.7828
C -3.4875 2.0902 -2.1020
C -2.4400 1.2545 -1.8228
C -1.1391 1.7920 -2.1630
C -1.0132 2.9350 -2.9450
C -2.1205 3.6777 -3.2632
C 0.0261 1.1153 -1.6284
O 1.1613 1.3989 -1.7291
O -0.3213 0.0091 -0.8104
H -4.4727 1.7505 -1.8457
H -2.6340 0.2470 -1.4551
H -0.0155 3.3034 -3.1048
H -2.0545 4.6151 -3.7764
C 1.3633 3.0530 2.6211
C 2.1616 1.9774 2.8966
C 1.8817 0.7352 2.4026
N 0.8334 0.5438 1.5537
C -0.0158 1.6352 1.3402
C 0.2068 2.9048 1.8370
H 1.4537 4.0137 3.0952
H 3.0152 2.0266 3.5812
H 2.3850 -0.2135 2.5705
H -0.8926 1.3823 0.7482
H -0.4812 3.7284 1.7229
```

## Properties
- DFT total energy: -2225.9565 hartree
- Kohn-Sham gap (alpha / beta): 0.2072 / 0.1740 hartree
- ΔE to the lowest compared entry with this formula, charge and spin: 9.1 kcal/mol
- Charge: +2
- 2S+1: 3

Löwdin atomic charge list, values in e, 4 entries:
1 W 1.773
2 C -0.084
3 C -0.116
4 C -0.121